1.
{"formula": "C33H55CaN6O7S2SbSi3", "method": "ωB97M-V/def2-TZVPD", "symbols": ["Ca", "N", "N", "C", "O", "O", "H", "H", "H", "C", "C", "C", "C", "C", "C", "C", "S", "O", "O", "N", "C", "C", "O", "O", "H", "H", "H", "H", "H", "H", "H", "H", "H", "C", "C", "C", "O", "H", "H", "H", "H", "H", "H", "H", "C", "Si", "C", "C", "Sb", "Si", "C", "C", "C", "Si", "C", "C", "C", "H", "H", "H", "H", "H", "H", "H", "H", "H", "H", "H", "H", "H", "H", "H", "H", "H", "H", "H", "H", "H", "H", "H", "H", "H", "H", "H", "N", "C", "C", "C", "C", "C", "N", "C", "H", "H", "H", "H", "S", "C", "N", "C", "C", "C", "C", "H", "H", "H", "H", "H"], "xyz": [[0.5103, -0.8094, 0.2752], [-1.3532, -3.3020, -0.7774], [-2.7698, -3.2945, -0.9105], [-3.4058, -1.9959, -0.8245], [-4.6204, -2.0612, -0.5475], [-2.6900, -1.0014, -1.0610], [-1.0307, -4.2253, -1.0466], [-1.1113, -3.2061, 0.2074], [-3.2317, -3.8995, -0.2413], [7.7866, 2.4763, 2.9890], [6.5863, 1.5903, 2.7902], [5.9517, 1.5061, 1.5591], [4.8455, 0.6833, 1.3741], [4.3650, -0.0679, 2.4329], [4.9824, 0.0114, 3.6767], [6.0853, 0.8283, 3.8465], [2.8688, -1.0293, 2.2771], [2.7398, -1.1907, 0.8023], [3.1248, -2.2819, 2.9658], [1.6984, -0.2672, 2.9066], [1.4747, 1.1419, 2.5457], [0.0532, 1.5157, 2.0203], [-0.2538, 2.7078, 2.0820], [-0.6474, 0.5607, 1.5636], [7.9397, 3.1271, 2.1279], [8.6975, 1.8878, 3.1260], [7.6727, 3.1082, 3.8719], [6.3177, 2.0960, 0.7258], [4.3546, 0.6194, 0.4122], [4.5910, -0.5737, 4.4992], [6.5658, 0.8844, 4.8183], [2.1893, 1.5138, 1.7971], [1.6229, 1.7627, 3.4327], [1.9780, -1.3901, -3.2325], [1.8720, 0.0394, -2.6790], [3.2688, 0.5541, -2.3099], [1.0132, 0.0956, -1.6156], [2.4581, -1.4333, -4.2169], [0.9775, -1.8207, -3.3122], [2.5682, -2.0076, -2.5440], [1.5145, 0.6770, -3.5150], [3.7195, -0.1171, -1.5723], [3.1867, 1.5513, -1.8716], [3.9303, 0.6077, -3.1830], [-1.0801, 0.6695, -4.8650], [-2.5794, 1.2056, -3.8622], [-3.8207, -0.1965, -3.8884], [-3.3890, 2.5811, -4.8873], [-1.8382, 1.8431, -1.5062], [-4.1052, 2.6940, -0.7384], [-5.4145, 1.3516, -0.8484], [-3.8515, 3.2139, 1.0688], [-4.8347, 4.2341, -1.5795], [-0.9037, 4.1366, -2.0474], [0.9347, 3.8855, -2.3998], [-1.5196, 5.2651, -3.4423], [-1.0083, 5.1668, -0.4669], [-1.4224, 0.3082, -5.8419], [-0.5322, -0.1308, -4.3660], [-0.3854, 1.4976, -5.0271], [-4.0277, -0.4404, -4.9377], [-4.7562, 0.0775, -3.3990], [-3.4406, -1.0775, -3.3737], [-3.7620, 2.1476, -5.8226], [-2.6848, 3.3758, -5.1380], [-4.2325, 3.0403, -4.3672], [-5.0044, 0.3405, -0.7744], [-5.9604, 1.4343, -1.7932], [-6.1320, 1.4886, -0.0319], [-2.8833, 2.8984, 1.4653], [-4.6329, 2.7777, 1.6986], [-3.9086, 4.3030, 1.1584], [-5.3168, 3.9948, -2.5305], [-4.0846, 5.0053, -1.7651], [-5.5937, 4.6595, -0.9131], [1.1104, 3.1063, -3.1454], [1.4416, 3.5679, -1.4856], [1.3894, 4.8192, -2.7505], [-1.1491, 4.9335, -4.4154], [-1.1072, 6.2620, -3.2469], [-2.6048, 5.3471, -3.5119], [-0.8570, 4.5447, 0.4194], [-1.9832, 5.6559, -0.3779], [-0.2379, 5.9460, -0.4810], [4.3841, -5.9246, -1.4902], [3.6893, -5.5069, -0.6749], [2.8062, -5.0328, 0.3555], [2.9202, -5.5293, 1.6535], [2.0521, -5.0568, 2.6107], [1.1116, -4.1048, 2.2391], [0.9745, -3.6508, 0.9989], [1.8226, -4.0932, 0.0733], [3.6880, -6.2531, 1.8922], [2.1190, -5.3769, 3.6404], [0.4375, -3.6741, 2.9697], [1.7139, -3.6943, -0.9300], [-2.1133, -2.3037, 2.5154], [-2.2977, -3.5052, 3.6120], [-2.6990, -3.2217, 4.9065], [-2.9118, -4.1358, 5.8863], [-2.7158, -5.4542, 5.6612], [-2.2814, -5.8379, 4.3554], [-2.0812, -4.9185, 3.3841], [-2.8496, -2.2385, 5.0863], [-3.2369, -3.7330, 6.8352], [-2.8861, -6.1764, 6.4441], [-2.1130, -6.8860, 4.1384], [-1.7617, -5.1958, 2.3894]], "forces_ev_per_a": [[-0.8644, -0.2205, -0.8839], [0.0468, -0.0609, 0.3727], [0.0310, -0.0122, -0.1353], [-0.0731, 0.0080, -0.0485], [0.0255, 0.0172, -0.0294], [0.1083, -0.0523, 0.1851], [0.0201, 0.0631, -0.1728], [-0.0753, -0.1075, 0.0151], [-0.0055, 0.0336, 0.0092], [0.0501, 0.0256, -0.0084], [-0.0380, -0.0229, 0.0151], [-0.0011, -0.0057, -0.0322], [0.0348, -0.0232, 0.0088], [-0.0181, 0.1162, 0.0547], [0.0164, -0.0169, -0.0351], [0.0327, 0.0064, 0.0246], [-0.0110, 0.1524, -0.0840], [0.2739, -0.0371, 0.2147], [0.0419, 0.0088, 0.0700], [-0.0791, -0.0181, -0.1877], [0.0757, 0.0705, 0.1907], [0.1513, -0.2070, 0.2398], [0.0108, 0.0470, 0.0312], [-0.0231, 0.1862, 0.0753], [-0.0061, -0.0027, -0.0007], [-0.0112, -0.0132, 0.0002], [-0.0168, -0.0068, 0.0026], [0.0039, 0.0027, 0.0050], [-0.0113, 0.0134, 0.0058], [-0.0194, -0.0009, -0.0081], [0.0004, 0.0055, -0.0020], [-0.0648, 0.0264, -0.0618], [0.0433, 0.0200, -0.0219], [0.0132, -0.0415, -0.0321], [0.0177, 0.0156, -0.0355], [0.0528, 0.0054, -0.0364], [0.2323, -0.2452, 0.2509], [0.0323, 0.0318, 0.0195], [-0.0079, 0.0197, -0.0156], [-0.0356, 0.0002, 0.0235], [-0.0348, 0.0068, 0.0292], [-0.0293, 0.0029, 0.0087], [-0.0108, 0.0026, -0.0080], [-0.0008, -0.0070, 0.0041], [-0.0148, -0.0411, -0.0706], [-0.0455, 0.0831, -0.0093], [0.0282, -0.0516, -0.0378], [0.0031, 0.0515, -0.0144], [-0.0575, -0.2649, -0.1549], [-0.0115, 0.1234, 0.2450], [-0.0230, 0.0375, 0.0151], [0.0095, -0.0368, -0.0100], [-0.0413, -0.0008, -0.0503], [0.1542, 0.1400, 0.1434], [0.0208, 0.0310, -0.0112], [0.0133, 0.0134, -0.0675], [-0.0390, 0.0275, -0.0341], [0.0707, -0.0031, -0.0155], [-0.0303, -0.0118, 0.0329], [-0.0051, 0.0104, 0.0078], [-0.0491, -0.0288, 0.0222], [-0.0101, 0.0127, 0.0018], [0.0412, 0.0052, 0.0004], [-0.0021, 0.0126, -0.0063], [0.0042, -0.0094, 0.0067], [0.0004, -0.0316, 0.0143], [0.0269, 0.0032, 0.0358], [0.0033, -0.0359, -0.0027], [-0.0481, -0.0088, -0.0359], [-0.0026, -0.0355, -0.0250], [-0.0123, 0.0268, 0.0072], [0.0066, -0.0040, 0.0142], [0.0310, -0.0013, -0.0073], [0.0136, -0.0087, 0.0450], [-0.0348, 0.0020, -0.0316], [-0.0233, 0.0155, -0.0265], [-0.0105, -0.0112, 0.0035], [0.0433, -0.0212, 0.0199], [0.0155, -0.0117, 0.0101], [-0.0220, 0.0206, -0.0626], [-0.0056, -0.0144, 0.0591], [0.0376, -0.0145, -0.0144], [-0.0021, -0.0158, 0.0154], [-0.0242, 0.0264, 0.0128], [0.0291, -0.0010, 0.0232], [-0.0747, 0.0156, -0.0189], [0.0808, -0.0545, -0.0643], [-0.0521, 0.0366, 0.0536], [0.0163, -0.0482, -0.0547], [-0.1569, 0.0268, 0.0499], [0.3312, 0.1998, -0.0590], [-0.0610, -0.0793, 0.0333], [0.0026, -0.0049, -0.0100], [-0.0009, 0.0084, 0.0050], [0.0263, 0.0259, 0.0032], [0.0029, 0.0254, 0.0113], [-0.0385, 0.2705, -0.0381], [0.0454, -0.3804, 0.0652], [-0.0576, 0.0623, -0.0136], [0.0122, 0.0489, 0.0111], [0.0199, 0.0160, -0.0875], [-0.0066, -0.0751, 0.0763], [-0.0163, 0.1902, -0.0414], [0.0141, 0.0032, -0.0015], [-0.0010, -0.0187, 0.0060], [0.0051, -0.0082, -0.0006], [-0.0030, 0.0015, 0.0041], [-0.0040, -0.0267, 0.0060]], "homo_lumo_gap_ev": 5.59, "relative_energy_kj_mol": 290.9, "energy_ev": -128673.6248, "total_charge": -2}

=====

2.
{"formula": "C33H56FN4O7P2S2W", "method": "ωB97M-V/def2-TZVPD", "symbols": ["W", "C", "C", "N", "N", "C", "S", "S", "C", "C", "C", "C", "C", "C", "C", "C", "C", "C", "C", "C", "C", "O", "H", "H", "H", "H", "H", "H", "H", "H", "H", "H", "H", "H", "H", "H", "C", "C", "C", "O", "P", "O", "C", "P", "O", "O", "C", "C", "C", "O", "C", "C", "C", "O", "C", "C", "C", "H", "H", "H", "H", "H", "H", "H", "H", "H", "H", "H", "H", "H", "H", "H", "H", "H", "H", "H", "H", "H", "H", "H", "H", "H", "H", "H", "H", "H", "H", "N", "C", "C", "C", "C", "N", "H", "H", "H", "H", "H", "H", "H", "H", "H", "H", "H", "H", "F"], "xyz": [[-0.4117, 0.0584, -0.4158], [-1.2011, -2.4235, -4.0764], [-1.0646, -1.9283, -2.6727], [-0.8348, -0.6543, -2.4315], [-0.9170, 0.1814, -3.5399], [-0.6260, 1.4084, -3.3115], [0.0833, 1.9027, -1.7812], [-0.7551, 2.6785, -4.4830], [-1.9654, 1.9501, -5.6476], [-3.3529, 1.9263, -5.0685], [-4.0594, 3.1106, -4.8663], [-5.3506, 3.0821, -4.3627], [-5.9459, 1.8703, -4.0315], [-5.2495, 0.6852, -4.2251], [-3.9616, 0.7157, -4.7488], [-1.2300, -2.9013, -1.5957], [-1.1009, -4.2785, -1.8410], [-1.3745, -5.2016, -0.8524], [-1.8177, -4.7762, 0.3973], [-1.9492, -3.4243, 0.6809], [-1.6409, -2.5187, -0.3119], [-1.7819, -1.1693, -0.0721], [-1.5042, -1.6384, -4.7557], [-1.8968, -3.2554, -4.1227], [-0.2190, -2.7756, -4.4101], [-1.6166, 0.9584, -5.9270], [-1.8833, 2.5958, -6.5224], [-3.6116, 4.0605, -5.1355], [-5.9024, 4.0054, -4.2450], [-6.9616, 1.8498, -3.6595], [-5.7247, -0.2638, -4.0136], [-3.4455, -0.2134, -4.9550], [-0.7721, -4.6262, -2.8099], [-1.2649, -6.2570, -1.0575], [-2.0637, -5.5039, 1.1594], [-2.2980, -3.0736, 1.6422], [4.4876, -1.9139, -1.2503], [4.6247, -0.6739, -0.4049], [5.7422, -0.7341, 0.6037], [3.3114, -0.5455, 0.3267], [2.6733, 0.7077, 0.9465], [1.3290, 1.0999, 0.3187], [2.3116, 0.2895, 2.6546], [0.8025, -0.7054, 2.8269], [0.1270, -0.8224, 1.4729], [1.1028, -2.0559, 3.4850], [1.9470, -3.2421, 3.1072], [1.7561, -3.5768, 1.6495], [3.3779, -2.9791, 3.5052], [-0.1760, 0.0704, 3.7479], [-0.2702, 0.0936, 5.2595], [-1.0051, -1.1379, 5.7218], [1.0959, 0.2861, 5.8687], [3.6633, 1.8776, 0.9074], [3.5156, 3.2799, 0.3768], [4.2694, 3.3322, -0.9261], [4.0356, 4.1988, 1.4493], [5.3418, -1.9810, -1.9239], [3.5804, -1.8814, -1.8517], [4.4759, -2.8089, -0.6277], [4.6984, 0.2174, -1.0282], [5.6587, -1.6287, 1.2220], [5.7776, 0.1496, 1.2392], [6.6909, -0.7911, 0.0686], [2.1479, 1.2174, 3.2074], [3.1701, -0.2139, 3.1001], [1.5104, -4.0101, 3.7418], [2.1501, -2.7927, 0.9998], [0.7082, -3.7471, 1.4092], [2.3076, -4.4946, 1.4396], [3.8750, -2.3094, 2.8007], [3.9204, -3.9248, 3.4914], [3.4499, -2.5766, 4.5149], [-0.8819, 0.9811, 5.4090], [-0.3990, -2.0358, 5.6130], [-1.9421, -1.2636, 5.1812], [-1.2446, -1.0168, 6.7787], [1.7620, -0.5481, 5.6401], [0.9879, 0.3173, 6.9530], [1.5564, 1.2255, 5.5629], [2.4455, 3.4204, 0.2149], [5.3252, 3.1107, -0.7707], [4.1942, 4.3368, -1.3431], [3.8566, 2.6345, -1.6560], [5.0952, 4.0237, 1.6323], [3.4902, 4.0770, 2.3846], [3.9148, 5.2309, 1.1196], [-2.6263, 0.8340, -1.2638], [-3.3137, 2.1568, -1.3422], [-4.2253, 2.3852, -0.1497], [-3.5373, 1.9977, 1.1561], [-2.1372, 2.5935, 1.2459], [-1.0519, 1.5637, 1.1270], [-2.5575, 0.5279, -2.2283], [-3.2372, 0.1542, -0.8165], [-3.8831, 2.1866, -2.2714], [-2.5438, 2.9235, -1.4350], [-5.1491, 1.8142, -0.2623], [-4.5160, 3.4369, -0.1404], [-3.4557, 0.9071, 1.2206], [-4.1400, 2.2899, 2.0139], [-1.9711, 3.0803, 2.2074], [-1.9514, 3.3421, 0.4794], [-1.1236, 0.9784, 1.9618], [-0.1665, 2.0531, 1.2344], [0.9132, -1.1482, -0.8372]], "forces_ev_per_a": [[0.0105, 1.1268, 0.0033], [0.0037, 0.0124, 0.0245], [-0.0481, -0.0465, -0.0412], [-0.0012, -0.2126, -0.2181], [-0.0920, 0.1051, 0.1912], [0.0695, 0.0571, -0.3229], [0.2146, -0.1221, -0.0254], [-0.0660, -0.1253, 0.1346], [0.0493, -0.0922, -0.0057], [-0.0019, 0.0039, 0.0137], [0.0012, 0.0312, -0.0622], [0.0043, 0.0297, 0.0399], [-0.0050, -0.0344, -0.0157], [-0.0242, 0.0426, -0.0163], [0.0313, -0.0287, 0.0601], [0.0941, -0.0673, 0.0320], [-0.0147, 0.0254, 0.0209], [-0.0121, 0.0127, -0.0015], [-0.0073, 0.0159, 0.0299], [-0.0575, -0.0631, -0.1144], [0.0944, 0.1827, 0.0534], [-0.2929, -0.5607, -0.1017], [-0.0098, 0.0328, -0.0066], [-0.0010, -0.0050, -0.0163], [0.0032, -0.0142, 0.0105], [0.0113, 0.0332, -0.0351], [-0.0506, 0.0257, 0.0157], [0.0116, -0.0021, 0.0051], [0.0096, 0.0007, -0.0016], [-0.0008, -0.0024, 0.0088], [-0.0021, -0.0114, 0.0046], [0.0415, -0.0423, -0.0113], [0.0095, 0.0007, -0.0077], [0.0020, -0.0033, -0.0019], [0.0022, -0.0152, -0.0080], [0.0052, 0.0133, 0.0036], [0.0164, 0.0118, -0.0237], [-0.0597, 0.0301, -0.0933], [0.0338, -0.0294, -0.0070], [0.0304, -0.0461, 0.1322], [-0.1091, -0.0131, -0.0003], [0.1622, 0.0138, -0.1949], [-0.0123, -0.0218, 0.0230], [0.1367, -0.0883, -0.0631], [-0.1956, 0.0926, 0.0214], [0.0162, -0.0497, 0.0017], [-0.0802, 0.0573, 0.0195], [0.0465, -0.0396, -0.0308], [0.0292, -0.0164, -0.0229], [-0.0201, 0.0202, -0.0018], [-0.0277, 0.0323, -0.0575], [0.0044, -0.0181, 0.0251], [0.0381, -0.0234, 0.0465], [0.0191, 0.0820, 0.0596], [-0.0304, -0.1087, -0.0078], [0.0022, 0.0469, -0.0193], [0.0248, 0.0366, 0.0021], [0.0168, -0.0096, 0.0174], [0.0038, 0.0163, -0.0137], [-0.0225, 0.0010, 0.0080], [-0.0084, 0.0072, 0.0267], [-0.0128, 0.0034, 0.0025], [-0.0273, 0.0363, -0.0052], [-0.0012, -0.0099, 0.0023], [0.0434, 0.0336, -0.0341], [-0.0183, -0.0056, 0.0465], [0.0142, 0.0095, 0.0001], [0.0178, 0.0145, 0.0164], [-0.0073, 0.0036, 0.0132], [-0.0105, -0.0004, -0.0049], [-0.0079, 0.0126, -0.0044], [0.0058, 0.0034, -0.0084], [-0.0174, -0.0111, 0.0117], [0.0073, -0.0148, 0.0076], [0.0130, 0.0064, -0.0105], [-0.0034, 0.0098, -0.0029], [-0.0003, -0.0070, 0.0035], [-0.0176, -0.0120, -0.0015], [-0.0069, 0.0218, 0.0004], [-0.0069, 0.0023, -0.0141], [0.0085, 0.0069, 0.0081], [0.0005, -0.0032, 0.0118], [0.0024, 0.0027, 0.0009], [-0.0086, -0.0084, -0.0028], [0.0010, -0.0151, -0.0114], [-0.0119, -0.0018, -0.0037], [0.0069, 0.0020, -0.0001], [0.0771, -0.0072, 0.1813], [0.0750, 0.0661, -0.0236], [0.0082, -0.0565, 0.0068], [0.0811, -0.0617, -0.0860], [0.0705, 0.0653, 0.0244], [-0.1724, -0.1889, 0.1822], [-0.1376, -0.1004, -0.0066], [-0.0286, 0.0369, 0.0394], [-0.0181, -0.0221, -0.0063], [-0.0131, 0.0309, 0.0304], [0.0110, -0.0158, -0.0366], [0.0130, 0.0044, 0.0440], [-0.0219, -0.0004, 0.0689], [0.0031, 0.1011, -0.0273], [-0.0160, -0.0111, 0.0112], [-0.0533, 0.0367, -0.0061], [-0.0503, 0.0016, 0.0393], [0.0164, 0.0325, 0.0912], [0.1966, -0.2780, -0.0333]], "homo_lumo_gap_ev": 5.49, "energy_ev": -100198.6323, "total_charge": 3}

=====

Which formula does entry 1 have?
C33H55CaN6O7S2SbSi3

=====

What is the formula in the first record?
C33H55CaN6O7S2SbSi3